No. 1
The molecule C20H25ClN4O at a distorted geometry. Source: the OMol25 dataset; level of theory: wB97M-V/def2-TZVPD.

```
51
Properties=species:S:1:pos:R:3:forces:R:3:lowdin_charge:R:1
C -4.82633 -3.18410 1.77651 -0.757 1.024 -5.160 -0.02
C -4.56493 -2.01132 0.78372 -3.525 -0.799 0.723 -0.21
N -3.43522 -1.22231 0.86684 -5.205 -8.161 3.930 0.16
C -3.38973 -0.28068 0.06614 -5.203 0.504 -5.342 -0.50
N -4.31356 -0.02019 -0.97254 -0.814 0.140 1.850 0.14
C -5.51557 -0.62257 -0.87294 0.765 -0.014 -1.397 -0.24
C -5.79719 -1.77365 0.04242 6.361 5.862 -1.837 0.01
H -6.64374 -2.18940 -0.33280 -2.316 -2.403 0.377 0.06
C -6.50495 -0.04420 -2.03997 -1.366 -0.624 5.429 -0.02
H -6.00603 0.73041 -2.50032 1.148 1.621 -0.947 0.01
H -7.43523 0.43052 -1.43586 1.856 -1.265 -1.661 0.12
H -6.78833 -0.77809 -2.74207 -0.600 -0.944 -0.589 0.04
N -2.30967 0.31058 0.13089 6.523 8.013 0.090 -0.02
C -1.96487 1.63337 -0.64120 -4.870 -7.072 -3.863 -0.04
H -2.89200 1.80706 -1.36030 1.801 0.463 2.218 0.16
C -0.96076 1.03500 -1.50797 3.962 -0.691 -3.854 -0.20
H -0.55037 1.72779 -2.23000 -0.601 0.994 -0.730 0.11
H -1.32894 0.21205 -2.17740 0.031 0.538 0.938 0.14
C 0.43423 0.63246 -0.93778 -2.773 -4.843 3.881 -0.08
C 1.08207 1.68437 -0.06488 3.582 -11.596 -9.863 -0.75
O 0.56336 2.50681 0.40354 -9.600 13.311 9.108 0.20
N 2.33117 1.66470 -0.22997 9.898 -2.995 -2.333 0.04
H 2.84023 0.90424 -0.83020 -1.914 1.776 1.686 0.19
C 3.31523 2.50197 0.45166 2.330 -0.626 -5.595 -0.14
H 2.78438 3.43679 0.45887 0.127 0.646 2.320 0.11
H 4.16429 2.87737 -0.46823 -2.227 -1.246 2.318 0.18
C 4.16174 1.54449 1.39319 -5.932 13.801 7.113 -0.25
C 5.00436 0.76822 0.79263 1.952 -11.739 -1.831 -0.29
C 4.37581 -0.72053 0.87276 5.593 0.221 -2.881 0.08
C 5.21288 -1.75112 0.25420 -2.529 3.777 0.383 -0.05
C 6.44379 -1.33557 -0.39215 -4.744 -6.053 1.440 -0.81
C 6.93273 -0.19280 -0.41559 -0.004 8.504 3.003 -0.13
C 6.25858 0.88898 0.31082 -4.010 -9.525 -1.789 0.04
H 6.61955 1.71808 0.31082 4.666 9.794 0.106 0.02
H 7.91065 -0.03928 -0.69310 1.903 0.543 -1.020 0.09
Cl 7.38792 -2.52171 -1.02971 1.556 -2.975 -1.453 0.78
H 4.80277 -2.70528 -0.03114 0.171 -0.471 0.640 0.09
H 3.47915 -0.87306 1.44455 -0.277 -0.167 -0.176 0.08
H 4.78049 2.49771 1.90715 -1.020 -2.235 -0.723 0.18
H 3.31979 1.47382 2.21841 2.137 -1.716 -1.323 0.17
C -0.03958 -0.59072 0.32801 -7.474 0.996 -8.061 -0.03
H 0.58928 -0.75093 1.02115 5.378 -2.045 4.324 0.01
H -0.60034 -1.43517 -0.32630 2.464 1.042 1.406 0.16
C -1.27866 -0.09178 1.08547 6.443 9.197 -5.850 -0.13
H -1.70049 -0.65177 1.67397 -3.383 -6.049 6.542 0.00
H -0.69578 0.84488 1.60772 -2.553 -1.541 -0.585 0.18
H 1.07895 -0.07483 -1.55023 -0.786 1.586 0.322 0.14
H -1.48749 2.25356 -0.06557 1.325 4.101 3.508 0.04
H -5.69829 -2.93896 2.25334 -1.571 0.854 2.196 0.04
H -5.19475 -4.01738 1.15705 0.931 -0.217 0.233 0.09
H -3.95061 -3.26778 2.23640 3.150 -1.297 2.783 0.02
```
Forces are in eV/Å.

HOMO energy ... -7.689 eV
SMILES ... Cc1cc(C)nc(N2CCC(C(=O)NCCc3ccc(Cl)cc3)CC2)n1
Kohn-Sham gap ... 8.1 eV
LUMO energy ... 0.37 eV
DFT total energy ... -41662.06275 eV
Energy above the lowest of the compared OMol25 structures with the same formula, charge and spin ... 350.2 kcal/mol
Largest force on an atom ... 0.365 Eh/bohr


No. 2
A structure of composition C31H53LuN12O3 at a distorted geometry. Source: the OMol25 dataset; level of theory: wB97M-V/def2-TZVPD.

```
100
Properties=species:S:1:pos:R:3:forces:R:3:lowdin_charge:R:1
Lu -1.21335 -0.47370 0.71127 -0.001 0.495 -0.008 1.75
C -0.82750 0.57772 4.32487 2.456 1.625 -0.361 -0.20
C -1.74436 -0.57754 4.23599 0.522 -1.740 0.975 -0.21
N -1.57008 -1.46754 3.03385 0.044 1.127 0.321 -0.13
C -2.49201 -2.61571 3.06810 -1.257 -0.788 1.119 -0.20
C -2.75144 -3.12536 1.65018 -0.882 -2.193 0.698 -0.22
N -3.08117 -1.99255 0.81617 0.210 0.807 -0.627 -0.22
C -3.53181 -2.46761 -0.50832 -1.291 0.206 0.089 -0.17
C -3.85930 -1.24534 -1.44843 1.392 -1.658 -1.178 -0.16
C -4.36947 -0.07243 -0.70086 -0.873 2.555 0.366 -0.21
N -3.23403 0.70440 -0.10788 -0.942 -1.086 2.467 -0.16
C -3.68091 1.64538 0.97027 1.649 1.032 -1.245 -0.16
C -2.46670 2.50434 1.50784 -0.643 -0.117 0.198 -0.18
N -1.34457 1.67643 2.01538 1.383 0.397 0.071 -0.15
C -1.07161 1.86648 3.49390 -1.150 -0.897 0.154 -0.16
H 0.25037 0.34334 4.09729 -0.911 -0.411 0.294 0.12
H -0.80729 0.94617 5.36747 -0.058 -0.310 -0.328 0.13
H -2.72304 -0.16780 4.35081 -1.163 -0.210 -0.474 0.12
H -1.58504 -1.23971 5.14404 -0.216 0.746 -0.820 0.15
H -0.61109 -1.81260 3.13979 -0.281 -0.117 -0.100 0.11
H -3.51472 -2.37033 3.51784 1.380 0.468 -0.632 0.15
H -2.14698 -3.38235 3.81070 -0.016 0.298 -0.976 0.14
H -3.67925 -3.82652 1.64945 1.598 0.761 0.246 0.16
H -1.88716 -3.72690 1.23121 -0.863 0.976 0.244 0.13
H -3.89303 -1.47116 1.19589 0.726 -0.582 0.174 0.12
H -4.46543 -3.07829 -0.25305 1.013 0.594 -0.982 0.15
H -2.74837 -3.11588 -0.91368 -0.292 0.146 -0.031 0.12
H -4.58961 -1.57950 -2.18168 -0.195 -0.072 0.035 0.12
H -2.94333 -0.99316 -2.10858 -1.278 -0.190 1.311 0.12
H -5.07116 -0.32787 0.12861 0.418 -0.079 -0.548 0.13
H -4.97134 0.68075 -1.32321 0.722 -1.255 0.473 0.15
H -2.86190 1.26544 -0.81656 0.781 1.176 -1.435 0.01
H -4.17799 1.07654 1.73745 0.028 -0.204 0.599 0.11
H -4.39753 2.38229 0.59136 -0.172 -0.190 -0.096 0.12
H -2.90529 3.03818 2.36318 0.191 0.269 -0.378 0.11
H -2.00953 3.26264 0.80293 -1.062 -0.969 0.372 0.13
H -0.49937 2.12982 1.63533 -0.288 -0.492 -0.525 0.08
H -1.98275 2.37360 3.83987 0.509 0.018 0.457 0.11
H -0.17004 2.47325 3.67503 -0.588 0.136 -0.326 0.13
O 0.46648 -4.56156 0.09749 -0.199 -1.190 1.731 0.04
C 1.27147 -4.34570 -0.94862 -0.496 1.362 -1.633 -0.32
C 1.76049 -5.38729 -1.67086 2.675 0.736 -0.786 0.02
C 2.92795 -5.14152 -2.48009 -1.698 -0.667 0.861 -0.05
C 3.32298 -3.88215 -2.77342 -0.175 2.919 -0.494 -0.08
C 2.45150 -2.81473 -2.40487 0.488 -1.320 0.445 0.00
C 1.43959 -3.03738 -1.47911 0.584 0.097 0.265 -0.10
C 0.51097 -1.94342 -1.15299 -0.694 0.718 0.091 -0.43
O -0.45804 -2.19008 -0.28399 0.588 0.573 -0.707 -0.25
N 0.65072 -0.82175 -1.83314 -0.464 -0.415 -0.341 0.06
N -0.43393 0.04676 -1.68688 -2.016 1.174 -1.538 -0.05
C -0.90667 0.59085 -2.81004 2.146 -2.289 0.322 -0.04
C -2.04617 1.48549 -3.09026 -0.067 0.799 0.459 -0.28
C -2.72182 1.42942 -4.36918 1.358 0.506 1.521 0.00
C -3.50769 2.49137 -4.69865 -1.849 -0.027 -0.605 -0.03
C -3.65542 3.52104 -3.75838 -0.717 0.055 -1.603 -0.07
C -3.05681 3.50323 -2.56691 1.739 -1.789 2.080 -0.09
N -2.22979 2.43596 -2.16599 -1.418 1.723 -1.549 0.07
H 0.80229 -5.39052 0.51258 -0.689 0.668 -0.412 0.14
H 1.28826 -6.31754 -1.53466 0.086 -1.373 0.208 0.11
H 3.49835 -5.92453 -2.88945 0.331 -1.184 -0.359 0.10
H 4.21323 -3.59674 -3.37704 -0.774 -0.731 0.444 0.12
H 2.53483 -1.82325 -2.79803 0.266 0.323 -0.198 0.10
H -0.40185 0.38186 -3.79947 -0.049 -0.317 1.332 0.15
H -2.49922 0.65161 -5.06354 0.043 -0.559 -0.240 0.11
H -4.18017 2.50636 -5.61446 1.352 -0.016 1.070 0.15
H -4.27611 4.35261 -3.98974 -0.404 0.559 -0.258 0.11
H -3.21290 4.33257 -1.87863 0.245 -0.362 0.113 0.12
C 3.16026 3.93960 0.44540 -1.172 -0.421 0.641 -0.06
C 2.99197 3.59057 -1.01468 -1.768 -2.623 -0.296 -0.59
C 2.82719 4.81690 -1.88354 1.922 1.309 -0.374 -0.06
C 4.11337 2.61635 -1.48642 -0.156 1.226 -0.287 -0.04
N 1.70463 2.77322 -1.33041 1.936 -0.339 -0.793 -0.11
N 0.57582 3.25930 -0.66329 -1.374 1.910 2.110 -0.02
H 4.10715 4.38484 0.60754 1.086 0.549 0.115 0.07
H 3.08041 3.08191 1.12842 0.087 -0.067 -0.405 0.08
H 2.40668 4.65353 0.79089 0.043 0.017 -0.142 0.07
H 3.86940 5.11080 -2.26127 -1.484 -0.335 0.092 0.10
H 2.55996 5.71234 -1.26086 -0.328 -0.777 -0.758 0.09
H 2.13702 4.58248 -2.72884 0.647 0.564 0.672 0.09
H 4.95112 3.27157 -1.70937 0.536 -0.250 0.215 0.08
H 3.81601 2.22618 -2.45397 -0.093 -0.359 -0.113 0.08
H 4.39711 1.79702 -0.79988 -0.460 0.652 -0.198 0.04
H 1.86261 1.79727 -1.06714 -0.104 0.406 0.427 0.07
H -0.30035 3.04311 -1.11248 0.081 -0.557 -0.811 0.01
H 0.56609 4.30183 -0.70773 0.420 -1.039 0.045 0.09
C 4.90622 -2.81371 2.41454 -0.050 1.345 1.042 0.01
N 3.96253 -1.90139 1.73490 1.268 0.082 -0.059 -0.09
C 2.54028 -1.96699 1.83496 -1.583 0.334 -1.067 -0.04
C 2.14309 -0.60690 1.20370 -0.660 0.877 -0.070 -0.35
O 0.93005 -0.11047 1.31619 2.640 -1.297 -0.614 -0.21
N 3.23078 -0.02253 0.63785 -0.703 -0.970 1.275 0.20
C 4.30662 -0.79654 1.05204 -0.737 0.266 -0.577 -0.34
N 5.59163 -0.47222 0.80667 -1.628 -0.652 0.444 0.23
H 4.36507 -3.05843 3.35488 0.484 -0.887 -0.841 0.11
H 5.76922 -2.22458 2.85566 -0.751 -0.567 -0.896 0.11
H 5.26459 -3.61738 1.74428 -0.390 0.191 0.734 0.11
H 2.14778 -1.99634 2.84399 0.191 -0.133 0.418 0.13
H 2.04659 -2.80255 1.24036 0.717 0.841 0.593 0.15
H 5.76938 0.18290 0.06351 0.296 0.087 0.156 0.12
H 6.27637 -1.11961 1.16859 0.291 0.373 -0.488 0.11
```
Forces are in eV/Å.

HOMO energy ... -11.444 eV
Kohn-Sham gap ... 6.4 eV
LUMO energy ... -5.04 eV
DFT total energy ... -90640.18167 eV
Energy above the lowest of the compared OMol25 structures with the same formula, charge and spin ... 0.0 kcal/mol
Net charge ... +2
Largest force on an atom ... 0.063 Eh/bohr


No. 3
The molecule C3H5N3S at a distorted geometry. Source: the OMol25 dataset; level of theory: wB97M-V/def2-TZVPD.

```
12
Properties=species:S:1:pos:R:3:forces:R:3:lowdin_charge:R:1
C -2.05671 -0.36126 -0.14138 -0.116 1.482 -0.129 -0.13
C 0.31353 -0.14623 -0.00123 -1.786 0.804 -0.873 -0.46
C 0.09199 1.31400 -0.09335 0.765 0.863 0.891 -0.18
H -2.04332 0.75995 -0.33304 -0.613 -1.168 0.606 0.08
H -2.55739 -0.66662 0.81081 0.281 0.485 -0.799 0.10
H -2.56255 -0.81620 -0.98069 -0.393 -0.225 -0.068 0.07
H 1.63670 -1.67884 -0.00135 -0.248 1.252 0.385 0.11
H 3.52799 0.49654 0.98613 -0.585 -0.320 -0.621 -0.12
N -0.72647 -0.85783 -0.13867 1.830 -1.245 0.730 0.02
N 1.58675 -0.65189 0.17107 0.457 -1.220 -0.260 -0.39
N -0.21928 2.42620 -0.02300 0.319 -1.008 -0.313 0.17
S 3.00877 0.18218 -0.25529 0.089 0.301 0.453 0.75
```
Forces are in eV/Å.

HOMO energy ... -9.743 eV
SMILES ... C/N=C(\C#N)NS
Kohn-Sham gap ... 10.3 eV
LUMO energy ... 0.60 eV
DFT total energy ... -18495.96271 eV
Energy above the lowest of the compared OMol25 structures with the same formula, charge and spin ... 44.6 kcal/mol
Largest force on an atom ... 0.045 Eh/bohr


No. 4
A cluster of 4 separate species, C5H17NO3 in total at a distorted geometry. Source: the OMol25 dataset; level of theory: wB97M-V/def2-TZVPD.

```
26
Properties=species:S:1:pos:R:3:forces:R:3:lowdin_charge:R:1
N -1.12446 1.02519 -0.12293 0.779 -0.371 -1.391 -0.05
C -1.35894 1.96663 0.92897 0.359 2.094 0.708 -0.23
C -0.55188 1.55795 2.23752 1.609 0.967 -3.205 -0.13
C 0.39800 0.47998 1.64575 2.092 0.211 0.047 -0.18
C -0.36399 -0.07093 0.46523 0.581 -1.858 -0.837 -0.44
C -1.29018 -1.14679 1.07357 -1.059 0.226 -1.488 -0.07
H -0.76380 1.41130 -1.01383 0.009 -0.357 1.291 0.12
H -1.24405 3.05069 0.64984 0.496 -1.026 -0.055 0.12
H -2.37942 1.93434 1.17359 -1.609 -0.128 0.560 0.07
H -1.29434 1.26577 2.89689 -0.846 -1.041 1.691 0.07
H 0.00092 2.42354 2.61350 -0.142 -0.264 0.149 0.10
H 0.74643 -0.36362 2.31613 -0.492 1.173 -0.502 0.12
H 1.34590 0.93701 1.19490 -1.077 -0.084 1.014 0.11
H 0.32061 -0.58981 -0.35444 -1.277 1.082 1.678 0.16
H -0.67099 -1.88493 1.64112 -1.045 0.372 -0.559 0.09
H -1.85828 -1.51312 0.19525 0.536 -0.850 0.498 0.08
H -2.15873 -0.70496 1.62233 1.148 -0.138 0.332 0.09
H 1.28447 -2.11706 -1.83723 -0.094 -0.157 -0.305 -0.01
H 0.49120 -2.86447 -2.96842 2.438 0.188 1.780 0.06
O 1.36727 -2.88368 -2.41967 -2.045 -0.222 -1.302 -0.12
H 3.35450 0.89159 -0.31716 0.511 0.374 -1.456 0.03
H 4.07522 -0.31963 -0.31947 0.451 0.802 -1.943 0.07
O 3.94262 0.43778 -0.98068 -1.000 -1.179 3.417 -0.11
H -1.04293 -0.53513 -2.84224 0.045 -0.257 -0.247 0.05
H -0.49122 -1.06682 -4.16335 0.660 0.932 -2.387 0.02
O -0.73394 -1.32083 -3.31516 -1.030 -0.488 2.512 -0.03
```
Forces are in eV/Å.

HOMO energy ... -8.949 eV
SMILES ... C[C@@H]1CCCN1.O.O.O
Kohn-Sham gap ... 9.3 eV
LUMO energy ... 0.34 eV
DFT total energy ... -13091.81923 eV
Energy above the lowest of the compared OMol25 structures with the same formula, charge and spin ... 41.3 kcal/mol
Largest force on an atom ... 0.073 Eh/bohr


No. 5
A cluster of 2 separate species, C4H11NO in total at a distorted geometry. Source: the OMol25 dataset; level of theory: wB97M-V/def2-TZVPD.

```
17
Properties=species:S:1:pos:R:3:forces:R:3:lowdin_charge:R:1
C 1.97014 1.78713 -0.29712 0.370 -0.403 0.555 -0.11
C 0.51344 1.38240 -0.02697 0.380 0.364 0.459 -0.34
N -0.00748 0.61656 -1.12749 -0.111 -0.879 0.259 -0.01
H 2.61523 0.91705 -0.13246 -0.123 -0.175 -0.251 0.07
H 2.39482 2.50334 0.41310 -0.395 0.257 -0.166 0.07
H 2.12923 2.10226 -1.32649 -0.119 0.290 0.039 0.06
H -0.11903 2.23680 0.22200 -0.016 0.132 -0.510 0.11
H 0.48728 0.80211 0.90637 0.078 -0.094 -0.155 0.08
H 0.67280 0.04786 -1.59507 0.007 0.026 -0.215 0.06
H -0.77366 0.89615 -1.70119 -0.040 0.485 -0.001 0.06
O -0.51569 -1.37216 2.22945 -0.514 0.082 0.735 0.04
C -0.73912 -1.93623 1.20090 1.309 0.416 -1.964 -0.36
C -1.94099 -1.85933 0.32565 -1.092 -0.495 0.222 -0.07
H 0.09758 -2.44881 0.66475 -0.070 -0.398 0.459 0.12
H -2.43923 -2.83992 0.34677 -0.144 0.149 0.357 0.08
H -2.62526 -1.07136 0.63232 -0.089 -0.093 0.076 0.08
H -1.72006 -1.76383 -0.73451 0.571 0.336 0.101 0.06
```
Forces are in eV/Å.

HOMO energy ... -8.801 eV
SMILES ... CC=O.CCN
Kohn-Sham gap ... 9.8 eV
LUMO energy ... 1.03 eV
DFT total energy ... -7863.03241 eV
Energy above the lowest of the compared OMol25 structures with the same formula, charge and spin ... 35.1 kcal/mol
Largest force on an atom ... 0.047 Eh/bohr


No. 6
A cluster of 2 separate species, C2H9NO2 in total at a distorted geometry. Source: the OMol25 dataset; level of theory: wB97M-V/def2-TZVPD.

```
14
Properties=species:S:1:pos:R:3:forces:R:3:lowdin_charge:R:1
C -0.80153 1.29963 -0.63300 0.001 -2.771 -1.069 -0.11
N -1.22148 -0.08091 -0.09038 0.480 0.072 0.682 -0.14
C -0.99917 -0.32034 1.39337 0.403 0.203 -1.472 -0.31
O -1.57343 -1.58436 1.74438 1.368 -0.054 0.899 -0.09
H -1.70522 1.69868 -1.24463 1.501 0.277 1.962 0.09
H -0.07767 1.03582 -1.48786 -0.571 0.810 1.443 0.07
H -0.24737 1.76165 0.23324 -0.989 0.663 -1.443 0.08
H -0.70756 -0.78350 -0.64239 -0.448 0.318 0.822 0.08
H 0.09789 -0.33834 1.64972 -0.780 0.126 -0.150 0.12
H -1.49296 0.49577 1.95766 0.209 -0.292 -0.424 0.11
H -0.96681 -1.98458 2.43294 -1.162 0.656 -1.253 0.11
H 3.99579 -0.39241 -2.03265 -1.879 0.849 1.479 0.08
H 2.51025 -0.70213 -1.80876 -0.091 0.102 0.136 0.02
O 3.18926 -0.10497 -1.47163 1.957 -0.957 -1.611 -0.10
```
Forces are in eV/Å.

HOMO energy ... -8.766 eV
SMILES ... CNCO.O
Kohn-Sham gap ... 9.4 eV
LUMO energy ... 0.58 eV
DFT total energy ... -7803.36507 eV
Energy above the lowest of the compared OMol25 structures with the same formula, charge and spin ... 31.4 kcal/mol
Largest force on an atom ... 0.058 Eh/bohr